<P>
ORCA calculation (ωB97M-V with the def2-TZVPD basis set) on 2 unconnected molecules or ions with the total composition C2H9O2.

Output
Multiplicity: 1
Net charge: +1

Last column: natural (NBO) charge in e.
Atoms and positions in Å:
O 1.76767 1.89885 -0.76140  -0.933
H 0.59785 1.14265 -0.43461  0.535
H 2.22963 1.87366 0.12174  0.534
H 2.20443 1.62968 -1.56065  0.533
C -0.72720 -0.27292 0.83606  -0.051
O -0.29091 0.60966 -0.34369  -0.682
C -0.83406 -1.67558 0.16255  -0.633
H 0.10443 -0.35301 1.57838  0.228
H -1.63610 0.12997 1.26541  0.223
H -0.92314 0.85883 -0.97126  0.538
H -1.41188 -1.78900 -0.71641  0.232
H 0.24017 -1.78884 -0.14452  0.224
H -1.32089 -2.26394 0.96840  0.251


<Q>
ORCA calculation (ωB97M-V with the def2-TZVPD basis set) on 2 unconnected molecules or ions with the total composition C2H9O2.

Output
Multiplicity: 1
Net charge: +1

Last column: natural (NBO) charge in e.
Atoms and positions in Å:
O 0.55269 -2.68185 -0.76818  -0.981
H -0.22000 -1.29753 -0.44405  0.614
H 0.40454 -3.53345 -1.22928  0.527
H 1.60813 -2.56142 -0.72537  0.523
C -0.61505 0.57281 0.63171  -0.078
O 0.07189 -0.27654 -0.34575  -0.674
C -0.12348 1.95696 0.37902  -0.670
H -0.31904 0.35752 1.66173  0.217
H -1.72505 0.28009 0.60212  0.220
H 0.52664 0.36668 -0.86235  0.563
H 0.03613 2.20866 -0.64058  0.221
H 0.76603 1.98318 0.94295  0.237
H -0.96343 2.62489 0.79803  0.280


Stability check: which of them is most stable? <P>.